{"formula": "C4H9NO2", "method": "wB97M-V/def2-TZVPD", "species": ["C", "C", "N", "C", "C", "O", "O", "H", "H", "H", "H", "H", "H", "H", "H", "H"], "positions_angstrom": [[1.1673, 1.5272, -0.6165], [-0.3104, -1.3928, 1.3121], [0.1942, 2.0011, 0.1412], [-0.7474, -0.7415, -1.1081], [-1.1729, -1.1218, 0.1135], [0.4835, -0.4077, -1.4679], [2.0391, 0.6953, -0.1293], [1.5686, -0.2115, -0.6138], [1.2921, 1.9692, -1.6034], [-0.0263, 1.5094, 0.9954], [-0.5157, 2.5977, -0.2536], [-1.4911, -0.6481, -1.9043], [-2.2273, -1.3572, 0.2085], [-0.3583, -2.4477, 1.6003], [0.7375, -1.1509, 1.1358], [-0.6328, -0.8207, 2.1901]], "lowdin_charge": [-0.274, -0.123, 0.206, -0.315, -0.184, -0.186, -0.017, 0.121, 0.153, 0.123, 0.128, 0.101, 0.079, 0.070, 0.054, 0.064], "homo_lumo_gap_ev": 8.32, "energy_ha": -362.97760, "homo_energy_ev": -7.663, "charge": 0, "lumo_energy_ev": 0.66, "e_above_lowest_kj_mol": 283.4, "fmax_ha_per_bohr": 0.018}